Record 1
# C53H46Cl3IrN8OS3Si

C53H46Cl3IrN8OS3Si as an isolated structure in a non-equilibrium geometry (ωB97M-V/def2-TZVPD, OMol25).

Lowest unoccupied orbital energy, eV: -0.36
Energy above the lowest of the compared OMol25 structures with the same formula, charge and spin, kcal/mol: 174.04
HOMO-LUMO gap, eV: 6.05

Geometry as XYZ:
```
116
C53H46Cl3IrN8OS3Si, DFT ωB97M-V/def2-TZVPD
Ir 1.3566 -0.1941 -0.8296
N 0.1900 1.3618 -0.3391
S -0.2945 1.7608 0.9942
N -1.5192 1.0288 1.8143
S -2.3771 -0.1676 1.4008
N -1.9982 -1.5722 1.9322
S -0.4732 -2.0366 1.5235
N 0.2338 -1.2199 0.5924
C -0.7768 -3.7238 1.0206
C 0.3095 -4.3595 0.4361
C 0.1568 -5.6472 -0.0503
C -1.0705 -6.2874 0.0548
C -2.1441 -5.6510 0.6613
C -2.0016 -4.3608 1.1534
C 0.2932 -2.2482 3.1208
C 1.6793 -2.1814 3.1296
C 2.3532 -2.2848 4.3387
C 1.6336 -2.4446 5.5151
C 0.2467 -2.5165 5.4945
C -0.4346 -2.4213 4.2900
C -3.9593 0.1235 2.1469
C -4.3390 -0.5965 3.2653
C -5.5786 -0.3361 3.8332
C -6.4138 0.6199 3.2759
C -6.0159 1.3329 2.1527
C -4.7807 1.0857 1.5770
C -2.6721 -0.2301 -0.3452
C -3.0327 -1.4532 -0.8949
C -3.3491 -1.5112 -2.2423
C -3.2978 -0.3630 -3.0196
C -2.9273 0.8509 -2.4588
C -2.6225 0.9288 -1.1097
C 0.8473 1.9366 2.3477
C 0.8479 1.0687 3.4278
C 1.8459 1.1921 4.3833
C 2.8128 2.1787 4.2556
C 2.7932 3.0479 3.1727
C 1.8079 2.9303 2.2073
C -0.9636 3.3958 0.7906
C -1.8605 3.9261 1.7087
C -2.3698 5.1941 1.4804
C -1.9847 5.9090 0.3515
C -1.0836 5.3657 -0.5518
C -0.5627 4.0963 -0.3381
H 1.2573 -3.8436 0.3446
H 0.9940 -6.1462 -0.5196
H -1.1911 -7.2874 -0.3408
H -3.0947 -6.1596 0.7537
H -2.8265 -3.8553 1.6367
H 2.2146 -2.0114 2.2030
H 3.4319 -2.2078 4.3648
H 2.1621 -2.5034 6.4579
H -0.3056 -2.6453 6.4162
H -1.5134 -2.4777 4.2569
H -3.6739 -1.3399 3.6790
H -5.8903 -0.8881 4.7095
H -7.3820 0.8122 3.7187
H -6.6699 2.0764 1.7178
H -4.4630 1.6375 0.7033
H -3.0351 -2.3465 -0.2883
H -3.6157 -2.4598 -2.6882
H -3.5192 -0.4188 -4.0777
H -2.8555 1.7377 -3.0740
H -2.3375 1.8773 -0.6778
H 0.0908 0.3032 3.5143
H 1.8764 0.5040 5.2177
H 3.5954 2.2628 4.9977
H 3.5575 3.8059 3.0693
H 1.7981 3.5900 1.3487
H -2.1525 3.3546 2.5797
H -3.0680 5.6255 2.1854
H -2.3936 6.8955 0.1759
H -0.7823 5.9261 -1.4267
H 0.1259 3.6343 -1.0340
Cl -3.5980 -0.2697 -6.7406
C -2.4906 -0.4522 -5.4030
C -1.7864 0.6401 -4.9380
C -0.9201 0.5061 -3.8635
Cl -0.0618 1.9256 -3.3549
C -0.7220 -0.7211 -3.1984
O 0.0307 -0.9610 -2.1782
C -1.4710 -1.8008 -3.7335
Cl -1.2994 -3.3543 -2.9623
C -2.3304 -1.6905 -4.8052
H -1.8964 1.6057 -5.4117
H -2.8673 -2.5570 -5.1647
C 3.0748 -2.3958 -1.7873
Si 3.2372 -1.0357 -3.0774
C 5.0346 -0.9485 -3.5901
C 2.2143 -1.4673 -4.5795
N 2.6562 0.3919 -2.2556
C 3.1616 1.6735 -2.4022
C 2.9085 2.6805 -1.4582
C 3.4230 3.9582 -1.6067
C 4.1936 4.3000 -2.7102
C 4.4074 3.3318 -3.6817
C 3.8936 2.0533 -3.5402
H 3.3278 -3.3711 -2.2101
H 2.0377 -2.4759 -1.4182
H 3.7354 -2.1993 -0.9392
H 5.4553 -1.9568 -3.5364
H 5.6229 -0.3018 -2.9369
H 5.1547 -0.5950 -4.6148
H 2.8085 -2.0251 -5.3089
H 1.8414 -0.5615 -5.0630
H 1.3551 -2.0832 -4.3118
H 2.3011 2.4406 -0.6008
H 3.2186 4.7015 -0.8423
H 4.6038 5.2952 -2.8172
H 4.9701 3.5775 -4.5746
H 4.0360 1.3420 -4.3429
N 5.5470 -0.8306 3.8388
C 5.1474 -0.2636 2.9086
N 4.7729 0.4329 1.8658
C 3.7030 0.2516 1.1961
N 2.7308 0.2299 0.5580
```

---

Record 2
# C53H48AsCuI2N10

C53H48AsCuI2N10 as an isolated structure in a non-equilibrium geometry (ωB97M-V/def2-TZVPD, OMol25).

Multiplicity: 2
Net charge: +1
Lowest unoccupied orbital energy (alpha / beta), eV: -4.30 / -4.30
<S²>: 0.759
HOMO-LUMO gap (alpha / beta), eV: 4.86 / 5.95

Geometry as XYZ:
```
115
C53H48AsCuI2N10, DFT ωB97M-V/def2-TZVPD
Cu -0.6247 1.5572 0.0853
C -4.2648 -0.9911 -2.7885
C -3.2731 -0.9547 -1.8162
N -2.9690 0.1626 -1.1717
C -3.6432 1.2703 -1.4983
C -4.5261 1.2469 -2.5894
N -4.8396 0.1259 -3.2063
C -3.4885 2.4516 -0.6408
C -4.5561 3.3350 -0.5209
C -4.4803 4.4012 0.3764
C -3.3117 4.5264 1.1206
C -2.2865 3.6033 0.9640
N -2.3662 2.5912 0.0768
C -1.1273 3.6151 1.8456
C -0.7546 4.7020 2.6486
N 0.2096 4.6205 3.5374
C 0.8275 3.4497 3.6637
C 0.5341 2.3821 2.8294
N -0.4241 2.4647 1.9133
C -5.6031 5.3174 0.5946
C -6.4416 5.7148 -0.4458
C -7.4932 6.5721 -0.1600
N -7.7466 7.0358 1.0500
C -6.9557 6.6628 2.0402
C -5.8756 5.8113 1.8712
H -4.5771 -1.9133 -3.2553
H -2.7269 -1.8442 -1.5403
H -4.9773 2.1458 -2.9858
H -5.4677 3.1634 -1.0710
H -3.2213 5.3232 1.8382
H -1.2210 5.6715 2.5524
H 1.5778 3.3855 4.4357
H 1.0566 1.4398 2.9089
H -6.2636 5.3846 -1.4574
H -8.1661 6.9067 -0.9384
H -7.1958 7.0662 3.0147
H -5.2780 5.5160 2.7196
I -0.5244 4.3702 -2.6538
I 0.7370 5.6504 -0.6283
C -1.9076 -7.1330 3.9475
C -1.3819 -5.8651 3.3516
C -0.1289 -5.3722 3.6917
C 0.3688 -4.2064 3.1335
C 1.7053 -3.6899 3.5781
C -0.3955 -3.5085 2.1880
As 0.2608 -1.8511 1.4075
N -0.1810 -0.6335 -1.8880
C -0.5270 -1.5478 -2.9274
C -0.3851 -2.9056 -2.6787
C -0.8054 -3.8382 -3.6087
C -1.3638 -3.4153 -4.8026
C -1.4732 -2.0615 -5.0709
C -1.0611 -1.1218 -4.1396
C 1.9176 -2.3407 0.5301
C 2.8850 -1.3187 0.4438
C 2.7272 -0.0513 1.2259
C 4.0369 -1.4950 -0.3003
C 4.2827 -2.6838 -0.9715
C 5.5446 -2.8824 -1.7501
C 3.3383 -3.6975 -0.8718
C 2.1679 -3.5520 -0.1425
C 1.2301 -4.7237 -0.1010
C -1.6768 -3.9755 1.8694
C -2.5428 -3.2630 0.8716
C -2.1459 -5.1449 2.4449
H -1.2180 -7.5332 4.6865
H -2.0551 -7.8857 3.1723
H -2.8722 -6.9572 4.4227
H 0.4701 -5.9087 4.4145
H 2.0938 -4.2934 4.3959
H 1.6165 -2.6554 3.9242
H 2.4282 -3.7103 2.7606
H 0.0538 -3.2055 -1.7419
H -0.7069 -4.8935 -3.4003
H -1.7224 -4.1385 -5.5192
H -1.8956 -1.7402 -6.0105
H -1.1591 -0.0672 -4.3522
H 1.7173 0.3536 1.1186
H 3.4431 0.6924 0.8813
H 2.9161 -0.2535 2.2846
H 4.7502 -0.6858 -0.3550
H 6.0299 -1.9317 -1.9584
H 5.3518 -3.3915 -2.6936
H 6.2394 -3.4948 -1.1727
H 3.5210 -4.6333 -1.3825
H 1.3446 -5.3311 -0.9974
H 0.1908 -4.4160 -0.0103
H 1.4603 -5.3524 0.7610
H -2.1515 -2.2651 0.6557
H -3.5568 -3.1609 1.2525
H -2.5919 -3.8281 -0.0616
H -3.1288 -5.5036 2.1743
C 2.0574 -0.1831 -2.6859
C 0.9417 0.1240 -1.8908
N 0.9449 1.1928 -1.0771
C 2.0071 2.0137 -1.0861
C 3.0875 1.8488 -1.9271
C 3.1070 0.6957 -2.7253
C 4.0820 2.9011 -2.1796
C 5.1143 3.3487 -1.4646
C 5.6830 2.8670 -0.2155
C 6.7109 3.6118 0.3758
C 7.3024 3.0875 1.5102
N 6.9396 1.9112 2.0048
C 5.9650 1.2840 1.3790
N 5.3035 1.6993 0.3114
H 2.0532 -1.0848 -3.2742
H -0.9662 -0.1732 -1.4193
H 1.9719 2.8505 -0.4047
H 3.9551 0.5124 -3.3655
H 3.9276 3.3654 -3.1496
H 5.6769 4.1743 -1.8816
H 7.0204 4.5574 -0.0401
H 8.0976 3.6035 2.0287
H 5.6855 0.3167 1.7826
```